{"formula": "C4H17NO3", "method": "the ωB97M-V functional and the def2-TZVPD basis", "total_energy_ha": -442.7374, "relative_energy_kj_mol": 892.3, "e_homo_ha": -0.3358, "spin_multiplicity": 1, "symbols": ["C", "N", "C", "C", "C", "H", "H", "H", "H", "H", "H", "H", "H", "H", "H", "H", "H", "H", "O", "H", "H", "O", "H", "H", "O"], "xyz": [[1.260, -0.999, 0.095], [-0.100, -1.318, 0.461], [-0.715, 0.744, 1.736], [-0.881, -0.080, 0.498], [-0.775, 0.754, -0.852], [1.746, -0.174, 0.681], [1.815, -1.983, 0.033], [1.399, -0.546, -0.924], [-3.356, -1.654, -1.121], [0.294, 1.105, 1.895], [-1.252, 1.693, 1.666], [-1.119, 0.186, 2.586], [-1.868, -0.525, 0.462], [-1.646, 1.364, -0.756], [0.104, 1.384, -0.943], [-0.874, 0.183, -1.759], [-1.219, -3.136, -1.905], [3.018, 2.117, -1.253], [2.199, 1.623, -1.132], [-0.483, -2.021, -0.222], [-3.535, -2.051, -0.488], [-1.059, -2.197, -1.720], [2.122, 1.706, -0.056], [2.800, 2.216, 1.671], [2.125, 1.611, 1.345]], "forces_ev_per_a": [[-0.06, -3.04, 0.62], [3.48, 4.35, -1.97], [-0.03, 0.64, 0.93], [-1.33, -1.42, -1.33], [0.30, 0.01, 0.75], [-0.12, 0.14, 0.47], [-0.29, 1.21, 0.23], [-0.39, 0.32, 0.18], [-0.24, -0.50, 0.79], [0.49, -0.45, 0.07], [-0.46, -0.31, -0.32], [0.25, 0.18, 0.06], [-0.61, 0.44, 0.20], [-0.61, 0.66, -0.11], [0.17, -0.05, 0.35], [-0.04, -0.66, 0.01], [0.11, 0.01, 0.34], [-0.03, -0.14, -0.41], [0.08, 0.28, 0.77], [-1.38, -1.99, -1.33], [0.00, 0.50, -0.69], [0.85, 0.47, 1.08], [0.06, -0.23, -0.70], [0.19, -0.27, 0.08], [-0.37, -0.14, -0.08]]}